Formula: C14H25N4O5
Source: the OMol25 dataset
Level of theory: the ωB97M-V functional and the def2-TZVPD basis

Bonds (Å) are listed after each position.
Atoms and positions in Å:
1 C 1.75 5.47 2.52  N2 1.484, H24 1.114, H25 1.144, H26 1.118
2 N 1.94 4.40 1.51  C1 1.484, C3 1.374, H27 1.012
3 C 1.65 3.07 1.75  N2 1.374, O4 1.276, C5 1.574
4 O 1.18 2.58 2.83  C3 1.276
5 C 2.11 2.20 0.52  C3 1.574, C6 1.552, N11 1.414, H28 1.088
6 C 3.64 1.98 0.41  C5 1.552, C7 1.557, H29 1.136, H30 1.133
7 C 4.49 3.24 0.04  C6 1.557, C8 1.590, H31 1.054, H32 1.108
8 C 3.98 4.03 -1.24  C7 1.590, O9 1.259, O10 1.239
9 O 4.37 5.22 -1.36  C8 1.259
10 O 3.19 3.47 -2.00  C8 1.239
11 N 1.50 0.93 0.40  C5 1.414, C12 1.320, H33 1.047
12 C 0.26 0.49 0.29  N11 1.320, O13 1.198, C14 1.495
13 O -0.68 1.24 0.24  C12 1.198
14 C -0.04 -0.94 0.60  C12 1.495, C15 1.561, N20 1.499, H34 1.115
15 C -0.59 -1.32 2.02  C14 1.561, C16 1.486, H35 1.072, H36 1.105
16 C -0.81 -2.78 2.22  C15 1.486, C17 1.527, H37 1.085, H38 1.035
17 C 0.39 -3.72 2.12  C16 1.527, C18 1.494, H39 1.148, H40 1.050
18 C -0.23 -5.06 2.34  C17 1.494, N19 1.535, H41 1.187, H42 1.100
19 N -0.56 -5.80 1.03  C18 1.535, H43 1.036, H44 0.990
20 N -0.92 -1.42 -0.51  C14 1.499, C21 1.325, H45 0.998
21 C -0.73 -2.36 -1.43  N20 1.325, C22 1.416, O23 1.220
22 C -1.19 -2.04 -2.73  C21 1.416, H46 1.026, H47 1.137, H48 1.083
23 O 0.04 -3.27 -1.17  C21 1.220
24 H 1.30 5.08 3.46  C1 1.114
25 H 1.07 6.27 2.08  C1 1.144
26 H 2.73 5.90 2.86  C1 1.118
27 H 2.36 4.64 0.62  N2 1.012
28 H 1.80 2.63 -0.43  C5 1.088
29 H 3.91 1.43 1.37  C6 1.136
30 H 3.96 1.30 -0.43  C6 1.133
31 H 5.34 2.67 -0.21  C7 1.054
32 H 4.92 3.81 0.88  C7 1.108
33 H 2.12 0.11 0.61  N11 1.047
34 H 0.97 -1.39 0.68  C14 1.115
35 H -1.51 -0.79 1.96  C15 1.072
36 H 0.09 -0.86 2.76  C15 1.105
37 H -1.43 -3.07 1.38  C16 1.085
38 H -1.30 -3.05 3.09  C16 1.035
39 H 0.75 -3.48 1.05  C17 1.148
40 H 0.96 -3.55 2.98  C17 1.050
41 H -1.16 -5.08 3.08  C18 1.187
42 H 0.56 -5.62 2.86  C18 1.100
43 H -1.46 -5.52 0.60  N19 1.036
44 H 0.12 -5.49 0.39  N19 0.990
45 H -1.74 -0.88 -0.68  N20 0.998
46 H -2.20 -2.18 -2.87  C22 1.026
47 H -0.73 -2.70 -3.53  C22 1.137
48 H -0.98 -1.00 -2.93  C22 1.083

multiplicity: 1
highest occupied orbital energy: -4.83 eV
structure (SMILES): CNC(=O)[C@@H](CCC(=O)[O-])NC(=O)[C@@H](CCCCN)NC(C)=O
charge: -1
E: -31121.9944 eV
orbital gap: 7.5 eV

Here are the natural (NBO) charges for atoms 1 to 6, given in e: -0.424, -0.617, 0.683, -0.667, -0.180, -0.385